{
  "formula": "C3H9O2S",
  "method": "ωB97M-V/def2-TZVPD",
  "e_above_lowest_kcal_mol": 13.5,
  "fmax_ev_per_a": 1.47,
  "total_charge": -1,
  "e_tot_ha": -668.372344,
  "e_lumo_ev": 3.22,
  "species": ["C", "O", "C", "C", "S", "H", "H", "H", "H", "H", "H", "H", "H", "H", "O"],
  "xyz": [[-1.00, -0.51, 1.04], [-1.17, -1.29, -0.03], [0.20, 0.46, 0.92], [0.21, 1.12, -0.49], [0.43, 2.93, -0.45], [-1.87, 0.18, 1.22], [-0.89, -1.01, 2.04], [1.14, -0.10, 1.04], [0.26, 1.20, 1.71], [1.08, 0.75, -1.01], [-0.66, 0.75, -1.00], [1.74, 2.85, -0.21], [0.79, -2.90, -1.46], [-0.42, -2.01, -1.31], [0.16, -2.43, -2.01]],
  "lowdin_charge": [-0.518, -0.327, -0.283, -0.570, 0.624, 0.084, 0.079, 0.088, 0.067, 0.048, 0.063, -0.176, -0.006, -0.027, -0.148]
}